Entry from the Open Molecules 2025 dataset: 2 unconnected molecules or ions with the total composition C4H12N2O2 (the ωB97M-V functional and the def2-TZVPD basis).

Computed properties:
LUMO, Ha: 0.031
Charge: 0
HOMO, eV: -9.05
ΔE to the lowest compared entry with this formula, charge and spin, kJ/mol: 410.14

```
20
Properties=species:S:1:pos:R:3:mulliken_charge:R:1
C 1.271 0.876 0.833 -1.042
N -0.036 0.449 0.368 0.530
C -0.561 1.273 -0.711 -1.074
N -0.897 0.244 1.432 -0.610
O -1.366 1.487 2.031 -0.457
H 1.579 0.214 1.639 0.332
H 1.982 0.801 0.012 0.323
H 1.267 1.911 1.197 0.303
H 0.179 1.324 -1.506 0.362
H -1.465 0.799 -1.091 0.356
H -0.800 2.288 -0.373 0.330
H -1.747 -0.186 1.063 0.279
H -0.929 1.529 2.890 0.339
C 0.672 -1.817 -1.571 -1.012
C -0.382 -1.848 -0.508 0.441
O -1.561 -1.686 -0.702 -0.545
H 0.949 -2.847 -1.796 0.372
H 0.294 -1.349 -2.476 0.274
H 1.559 -1.303 -1.215 0.227
H -0.008 -2.159 0.484 0.271
```

=====

Entry from the Open Molecules 2025 dataset: 5 unconnected molecules or ions with the total composition H10O5 in a non-equilibrium geometry (the ωB97M-V functional and the def2-TZVPD basis).

Computed properties:
LUMO, Ha: 0.011
Charge: 0
HOMO, eV: -10.86
ΔE to the lowest compared entry with this formula, charge and spin, kJ/mol: 79.93

```
15
Properties=species:S:1:pos:R:3:mulliken_charge:R:1
O -0.357 -0.749 -0.264 -0.760
H -1.258 -0.854 0.155 0.387
H 0.098 -1.488 0.075 0.337
O 0.522 1.490 0.951 -0.786
H 0.241 0.617 0.585 0.464
H 0.980 1.953 0.226 0.326
O 0.059 0.079 -3.046 -0.661
H -0.224 -0.069 -2.140 0.368
H 1.038 0.052 -3.047 0.312
O 2.738 -0.106 0.616 -0.634
H 2.091 0.483 0.907 0.364
H 3.355 -0.120 1.331 0.310
O -2.761 -0.648 1.254 -0.683
H -2.817 0.298 1.153 0.332
H -3.698 -0.935 1.239 0.324
```

=====

Entry from the Open Molecules 2025 dataset: a molecular structure, C31H36DyN6O12S in a non-equilibrium geometry (the ωB97M-V functional and the def2-TZVPD basis).

Computed properties:
LUMO (spin up / spin down), Ha: 0.056 / 0.056
Charge: -1
Multiplicity: 6
HOMO (spin up / spin down), eV: -4.86 / -4.87
ΔE to the lowest compared entry with this formula, charge and spin, kJ/mol: 136.27

```
87
Properties=species:S:1:pos:R:3:mulliken_charge:R:1
Dy -0.618 -0.076 0.246 -0.669
O -0.058 -0.309 4.000 -0.822
C 0.386 0.192 2.966 -0.014
O -0.278 0.876 2.133 -0.422
C 1.882 0.023 2.691 0.511
C 2.703 -0.289 3.737 -0.186
C 4.090 -0.456 3.564 -0.854
C 4.665 -0.221 2.323 -0.128
C 3.855 0.146 1.264 -1.086
C 2.404 0.172 1.360 0.954
O 1.699 0.234 0.318 1.172
N 4.437 0.426 0.035 1.000
O 3.906 1.252 -0.725 -0.643
O 5.468 -0.184 -0.322 -0.747
N 4.895 -0.826 4.656 1.039
O 4.352 -1.099 5.719 -0.647
O 6.112 -0.878 4.496 -0.676
H 2.273 -0.401 4.722 0.656
H 5.736 -0.289 2.186 0.618
C -5.450 4.565 2.293 -1.478
C -5.007 3.175 1.934 1.143
C -5.653 2.471 0.923 -0.681
C -5.194 1.227 0.534 -0.904
C -4.101 0.663 1.169 -0.305
C -3.457 1.340 2.188 -0.060
C -3.913 2.594 2.563 -0.860
S -3.371 -0.780 0.393 1.587
O -2.282 -1.196 1.303 -0.256
O -4.378 -1.805 0.183 -0.893
N -2.805 -0.091 -0.893 -0.046
C -2.870 -0.803 -2.142 -0.843
C -1.473 -1.397 -2.479 0.403
O -1.204 -1.650 -3.654 -0.789
O -0.704 -1.570 -1.483 0.107
H -6.517 4.692 2.116 0.394
H -4.919 5.288 1.672 0.237
H -5.228 4.794 3.333 0.381
H -6.504 2.916 0.424 0.335
H -5.641 0.677 -0.278 0.437
H -2.593 0.898 2.664 0.497
H -3.385 3.134 3.334 0.388
H -3.180 -0.127 -2.948 0.327
H -3.599 -1.623 -2.073 0.380
C -1.073 -4.245 0.471 -0.660
N -0.935 -3.789 1.835 0.271
C -1.747 -4.464 2.811 -0.972
C -0.245 -2.684 2.107 -0.032
O 0.415 -2.059 1.278 -0.607
H -0.582 -5.216 0.351 0.351
H -0.620 -3.508 -0.195 -0.168
H -2.132 -4.341 0.226 0.346
H -1.397 -5.493 2.944 0.324
H -2.787 -4.486 2.477 0.317
H -1.701 -3.942 3.763 0.324
H -0.262 -2.400 3.170 0.336
C 4.016 -1.574 -2.651 -0.946
C 2.638 -1.968 -2.068 0.837
N 1.605 -1.528 -2.965 0.087
C 1.816 -2.020 -4.294 -0.741
C 3.101 -1.378 -4.893 -0.624
N 3.761 -0.649 -3.784 0.111
C 2.901 0.486 -3.352 -1.148
C 1.516 -0.090 -2.982 0.486
H 4.556 -2.438 -3.043 0.231
H 4.655 -1.077 -1.915 0.441
H 2.453 -1.511 -1.095 -1.128
H 2.563 -3.049 -1.949 0.703
H 0.928 -1.780 -4.877 0.369
H 1.903 -3.105 -4.253 0.447
H 2.866 -0.662 -5.683 0.334
H 3.793 -2.125 -5.287 0.323
H 4.659 -0.272 -4.092 0.314
H 2.841 1.206 -4.169 0.191
H 3.359 0.951 -2.469 0.665
H 0.748 0.189 -3.703 0.773
H 1.202 0.262 -1.991 -1.018
C -0.959 5.078 -0.469 -0.513
C -2.076 4.265 -0.525 -0.761
C -1.934 2.889 -0.622 -0.306
C -0.681 2.247 -0.640 0.764
C 0.425 3.118 -0.629 -0.303
C 0.294 4.497 -0.551 -0.848
H -1.064 6.150 -0.352 0.333
H -3.072 4.693 -0.483 0.460
H -2.846 2.301 -0.681 0.417
H 1.432 2.714 -0.677 0.274
H 1.181 5.119 -0.540 0.388
```

=====

Entry from the Open Molecules 2025 dataset: a molecular structure, C20H55B2N4O13P (the ωB97M-V functional and the def2-TZVPD basis).

Computed properties:
LUMO, Ha: 0.013
Charge: 0
HOMO, eV: -8.57

```
95
Properties=species:S:1:pos:R:3:mulliken_charge:R:1
C -2.317 -3.679 -3.283 -1.271
C -1.834 -2.924 -2.060 -0.141
O -1.079 -1.732 -2.371 -0.148
P 0.359 -1.918 -3.015 0.668
O 0.865 -3.284 -2.907 -0.739
O 0.201 -1.227 -4.419 -0.354
B 1.171 -1.242 -5.448 0.589
N 1.922 -2.419 -5.833 -0.483
O 1.308 -0.057 -6.118 -0.557
O 1.294 -0.906 -2.225 -0.094
B 1.355 -1.091 -0.831 0.258
O 2.397 -1.790 -0.299 -0.236
O 0.417 -0.527 -0.004 -0.414
H -3.274 -4.133 -3.036 0.426
H -1.640 -4.475 -3.569 0.314
H -2.497 -2.992 -4.104 0.266
H -1.287 -3.571 -1.381 0.306
H -2.703 -2.559 -1.518 0.363
H 1.600 -2.751 -6.733 0.219
H 2.903 -2.193 -5.922 0.212
H 1.266 0.724 -5.551 0.340
H 2.471 -2.665 -0.698 0.263
H -0.278 -1.147 0.207 0.176
C 1.940 2.545 -3.468 -0.714
O 1.590 2.687 -4.837 -0.416
C 0.234 3.079 -5.053 -0.664
C 0.171 4.455 -5.674 -0.390
N 0.602 5.473 -4.727 -0.311
C 0.760 6.805 -5.302 -0.711
C 1.856 7.005 -6.341 -0.468
O 3.167 6.866 -5.829 -0.431
C 3.692 5.552 -5.837 -0.530
H 2.956 2.155 -3.431 0.256
H 1.910 3.495 -2.926 0.395
H 1.268 1.831 -2.982 0.247
H -0.332 3.048 -4.118 0.380
H -0.214 2.358 -5.743 0.420
H -0.860 4.661 -5.973 0.409
H 0.792 4.436 -6.582 0.210
H 1.485 5.189 -4.322 0.100
H 0.959 7.493 -4.476 0.374
H -0.196 7.108 -5.741 0.401
H 1.782 8.036 -6.696 0.353
H 1.719 6.363 -7.219 0.338
H 3.302 4.965 -6.672 0.282
H 3.486 5.024 -4.901 0.153
H 4.774 5.632 -5.942 0.322
C 1.140 -2.099 7.702 -0.839
O 0.864 -1.147 6.695 -0.191
C 1.849 -0.125 6.569 -0.920
C 2.543 -0.219 5.230 0.022
N 3.383 -1.407 5.155 -0.342
C 3.907 -1.680 3.817 -1.081
C 2.900 -2.035 2.730 0.206
O 2.232 -3.269 2.954 -0.491
C 1.078 -3.148 3.763 -0.428
H 0.282 -2.766 7.762 0.237
H 2.032 -2.692 7.471 0.364
H 1.277 -1.618 8.675 0.306
H 2.572 -0.177 7.387 0.448
H 1.333 0.837 6.634 0.370
H 3.170 0.666 5.089 0.399
H 1.762 -0.208 4.457 0.009
H 2.842 -2.207 5.456 0.145
H 4.610 -2.512 3.906 0.402
H 4.485 -0.811 3.487 0.405
H 3.446 -2.142 1.798 0.287
H 2.166 -1.240 2.563 0.058
H 0.586 -2.180 3.631 0.136
H 1.312 -3.296 4.821 0.215
H 0.380 -3.936 3.473 0.318
C -5.477 0.688 1.700 -0.773
O -4.425 -0.171 1.305 -0.316
C -3.127 0.302 1.646 -0.842
C -2.489 -0.622 2.662 0.055
N -3.165 -0.531 3.948 -0.334
C -2.761 -1.551 4.915 -0.456
C -3.104 -3.000 4.583 -0.480
O -4.490 -3.283 4.578 -0.455
C -5.158 -3.066 3.350 -0.545
H -6.402 0.269 1.309 0.247
H -5.557 0.762 2.790 0.326
H -5.345 1.692 1.285 0.337
H -3.162 1.330 2.014 0.475
H -2.525 0.292 0.731 0.235
H -1.436 -0.347 2.788 0.255
H -2.530 -1.641 2.247 0.181
H -4.161 -0.614 3.793 0.121
H -3.242 -1.307 5.864 0.386
H -1.682 -1.471 5.080 0.185
H -2.680 -3.624 5.375 0.360
H -2.641 -3.336 3.647 0.300
H -4.500 -3.243 2.495 0.239
H -5.568 -2.054 3.280 0.198
H -5.991 -3.767 3.300 0.298
```

=====

Entry from the Open Molecules 2025 dataset: a molecular structure, C43H35ClEuN4O4PS in a non-equilibrium geometry (the ωB97M-V functional and the def2-TZVPD basis).

Computed properties:
LUMO (spin up / spin down), Ha: -0.010 / -0.009
Charge: 0
Multiplicity: 7
HOMO (spin up / spin down), eV: -8.00 / -8.00
ΔE to the lowest compared entry with this formula, charge and spin, kJ/mol: 3.97

```
90
Properties=species:S:1:pos:R:3:mulliken_charge:R:1
Eu -0.111 0.008 -0.135 0.482
O -1.024 2.517 3.369 -0.756
C -0.423 1.934 2.490 -0.237
O -0.881 1.028 1.690 -0.028
C 1.033 2.283 2.241 0.625
C 1.649 3.254 3.011 -0.823
C 2.959 3.596 2.726 -0.559
C 3.605 2.954 1.679 -1.170
C 2.916 1.989 0.971 -0.197
N 1.655 1.647 1.242 0.986
H 1.076 3.719 3.802 0.571
H 3.470 4.355 3.305 0.428
H 4.627 3.188 1.412 0.528
H 3.399 1.461 0.155 0.154
Cl -7.335 -0.148 2.116 -0.243
C -5.693 -0.453 1.614 -0.074
C -5.050 -1.636 2.024 -0.650
C -3.764 -1.903 1.643 -0.903
C -3.027 -1.008 0.829 0.313
O -1.823 -1.305 0.479 0.411
C -3.692 0.189 0.428 1.590
C -3.103 1.190 -0.406 -0.706
O -1.968 1.214 -0.901 -0.248
C -5.024 0.437 0.835 -1.084
H -5.589 -2.336 2.652 0.450
H -3.263 -2.810 1.962 0.469
H -3.771 2.029 -0.650 0.144
H -5.508 1.357 0.525 0.418
C -3.325 -2.689 -2.999 -1.131
C -2.506 -3.734 -3.403 -0.666
C -1.135 -3.595 -3.300 -1.270
C -0.593 -2.412 -2.795 0.303
N -1.392 -1.422 -2.372 0.691
C -2.714 -1.565 -2.481 -0.146
C 0.875 -2.176 -2.678 1.278
C 1.754 -2.930 -3.460 -0.918
C 3.124 -2.738 -3.360 -1.068
C 3.604 -1.772 -2.484 -0.910
C 2.704 -1.017 -1.743 -0.262
C 1.317 -1.187 -1.785 0.605
H -4.404 -2.751 -3.061 0.470
H -2.933 -4.650 -3.792 0.404
H -0.486 -4.409 -3.592 0.353
H -3.315 -0.738 -2.121 0.444
H 1.379 -3.657 -4.173 0.407
H 3.804 -3.323 -3.966 0.382
H 4.672 -1.598 -2.393 0.455
H 3.123 -0.254 -1.089 0.436
C -0.038 -1.967 6.027 -0.654
C -0.814 -1.438 5.009 -0.877
C -0.285 -1.304 3.729 -0.192
C 1.027 -1.693 3.459 0.411
C 1.798 -2.229 4.492 -0.437
C 1.270 -2.365 5.766 -0.782
P 1.607 -1.574 1.718 2.329
C 1.566 -3.349 1.221 0.275
C 2.484 -4.293 1.683 -0.269
C 2.391 -5.621 1.296 -0.804
C 1.369 -6.029 0.445 -0.701
C 0.440 -5.106 -0.007 -0.827
C 0.540 -3.775 0.379 -0.153
C 3.399 -1.230 1.900 0.163
C 3.827 -0.273 2.822 -0.731
C 5.170 0.066 2.921 -0.720
C 6.104 -0.539 2.091 -0.765
C 5.687 -1.484 1.161 -0.967
C 4.344 -1.825 1.066 -0.644
H -0.445 -2.067 7.026 0.386
H -1.830 -1.116 5.206 0.488
H -0.895 -0.881 2.942 0.207
H 2.820 -2.539 4.306 0.312
H 1.880 -2.782 6.560 0.440
H 3.287 -3.990 2.345 0.315
H 3.116 -6.340 1.659 0.433
H 1.301 -7.065 0.137 0.398
H -0.367 -5.416 -0.662 0.473
H -0.208 -3.076 0.034 0.334
H 3.105 0.220 3.464 0.489
H 5.483 0.810 3.645 0.472
H 7.152 -0.278 2.169 0.412
H 6.409 -1.960 0.507 0.457
H 4.031 -2.563 0.338 0.761
N -0.301 1.279 -3.444 -0.222
C 0.033 2.364 -2.734 0.239
N -0.809 3.412 -2.782 -0.365
S 1.463 2.425 -1.843 -0.324
H -1.263 1.115 -3.694 0.284
H 0.264 0.454 -3.292 0.161
H -1.759 3.293 -3.091 0.216
H -0.609 4.172 -2.157 0.232
```

=====

Entry from the Open Molecules 2025 dataset: a molecular structure, C31H37AlBr4Cl4F3N3NaO13S2 in a non-equilibrium geometry (the ωB97M-V functional and the def2-TZVPD basis).

Computed properties:
LUMO, Ha: -0.284
Charge: +1
HOMO, eV: -8.37

```
99
Properties=species:S:1:pos:R:3:mulliken_charge:R:1
O -6.704 -2.748 -1.315 -0.519
C -6.124 -2.390 -0.315 -0.389
C -4.667 -2.024 -0.352 -0.333
C -4.050 -1.327 0.610 0.156
C -2.570 -0.982 0.431 -0.361
C -1.846 -0.550 1.728 -0.789
C -0.319 -0.817 1.601 -0.761
C 0.537 0.414 1.210 -0.377
C -0.046 1.305 0.080 -0.485
C 0.431 0.931 -1.342 -0.811
C 1.927 1.215 -1.589 -0.689
S 2.361 2.978 -1.399 -0.187
C 2.912 3.537 -2.967 0.589
N 3.272 4.746 -3.207 -0.414
N 3.643 4.847 -4.521 -0.416
C 3.515 3.661 -5.012 -0.349
O 3.063 2.789 -4.102 -0.165
C -4.877 -0.898 1.787 0.462
O -4.553 -0.043 2.587 -0.582
C -6.247 -1.536 1.998 0.234
C -6.923 -1.316 3.350 0.276
C -8.453 -1.552 3.311 -1.011
C -9.214 -1.172 4.594 0.866
F -10.317 -1.930 4.689 -0.259
F -9.644 0.083 4.501 -0.226
F -8.505 -1.354 5.761 -0.313
C -6.819 -2.241 1.025 -0.426
H -4.095 -2.346 -1.223 0.454
H -2.069 -1.891 0.066 0.451
H -2.467 -0.224 -0.356 0.230
H -1.954 0.533 1.891 0.364
H -2.255 -1.032 2.623 0.522
H -0.098 -1.653 0.920 0.429
H 0.045 -1.137 2.587 0.141
H 0.752 1.050 2.072 0.205
H 1.490 0.020 0.829 0.228
H 0.327 2.327 0.261 0.366
H -1.139 1.386 0.073 0.348
H -0.115 1.594 -2.036 0.327
H 0.175 -0.095 -1.649 0.369
H 2.541 0.631 -0.894 0.394
H 2.215 0.928 -2.609 0.424
H 3.759 3.475 -6.049 0.688
H -6.471 -2.047 4.053 -0.357
H -6.708 -0.289 3.673 0.419
H -8.907 -1.018 2.468 0.468
H -8.659 -2.616 3.115 0.403
H -7.789 -2.733 1.100 0.388
C 7.216 2.167 -8.485 -1.189
C 6.557 1.994 -7.139 0.697
O 5.417 1.590 -7.041 -0.582
C 7.374 2.342 -5.917 -1.113
H 6.517 1.880 -9.270 0.310
H 7.498 3.211 -8.630 0.329
H 8.100 1.531 -8.552 0.350
H 7.659 3.395 -5.955 0.317
H 8.253 1.716 -5.884 0.535
H 6.778 2.171 -5.027 0.391
Na -6.821 -2.773 6.039 1.004
Br 9.080 2.205 -3.658 -0.349
Al 10.405 4.028 -4.515 0.328
C -0.085 3.150 -7.401 0.007
Cl 0.066 3.777 -9.040 -0.125
Cl -0.678 1.481 -7.422 -0.122
Cl 1.463 3.229 -6.552 -0.073
H -0.803 3.761 -6.867 0.334
C 0.620 -1.885 -7.535 -0.022
C 1.776 -2.536 -8.264 -0.361
O 1.803 -3.898 -7.754 -0.222
S 0.229 -4.364 -7.395 1.115
O -0.254 -5.103 -8.492 -0.454
O 0.223 -4.846 -6.071 -0.497
O -0.403 -2.902 -7.440 -0.250
H 0.903 -1.594 -6.522 0.281
H 0.240 -1.019 -8.067 0.154
H 2.721 -2.036 -8.079 0.355
H 1.599 -2.587 -9.339 0.279
C 1.552 -0.530 5.601 -0.400
C 1.907 -0.617 6.877 -0.022
C 3.332 -0.709 7.273 0.397
O 3.656 -0.789 8.437 -0.537
C 4.345 -0.701 6.185 -0.453
C 3.984 -0.616 4.905 -0.395
C 2.557 -0.523 4.517 0.315
O 2.206 -0.445 3.357 -0.404
H 0.515 -0.464 5.295 0.515
H 1.173 -0.627 7.670 0.163
H 5.381 -0.768 6.491 0.402
H 4.706 -0.610 4.098 0.429
Cl 3.387 -4.167 -6.596 0.087
C 0.064 0.072 10.588 -0.121
Br 0.453 -1.120 12.046 0.035
Br -1.427 -0.561 9.528 -0.052
Br -0.226 1.874 11.190 0.019
H 0.935 0.084 9.946 0.072
N -2.580 1.161 13.704 0.984
O -1.927 0.610 14.593 -0.484
O -2.892 2.351 13.810 -0.500
O -2.919 0.521 12.699 -0.463
```

=====

Copy entry 1 word for word.
Entry from the Open Molecules 2025 dataset: 2 unconnected molecules or ions with the total composition C4H12N2O2 (the ωB97M-V functional and the def2-TZVPD basis).

Computed properties:
LUMO, Ha: 0.031
Charge: 0
HOMO, eV: -9.05
ΔE to the lowest compared entry with this formula, charge and spin, kJ/mol: 410.14

```
20
Properties=species:S:1:pos:R:3:mulliken_charge:R:1
C 1.271 0.876 0.833 -1.042
N -0.036 0.449 0.368 0.530
C -0.561 1.273 -0.711 -1.074
N -0.897 0.244 1.432 -0.610
O -1.366 1.487 2.031 -0.457
H 1.579 0.214 1.639 0.332
H 1.982 0.801 0.012 0.323
H 1.267 1.911 1.197 0.303
H 0.179 1.324 -1.506 0.362
H -1.465 0.799 -1.091 0.356
H -0.800 2.288 -0.373 0.330
H -1.747 -0.186 1.063 0.279
H -0.929 1.529 2.890 0.339
C 0.672 -1.817 -1.571 -1.012
C -0.382 -1.848 -0.508 0.441
O -1.561 -1.686 -0.702 -0.545
H 0.949 -2.847 -1.796 0.372
H 0.294 -1.349 -2.476 0.274
H 1.559 -1.303 -1.215 0.227
H -0.008 -2.159 0.484 0.271
```